No. 1
A molecular structure, C4H9IO4P in a non-equilibrium geometry. Source: the Open Molecules 2025 dataset; level of theory: ωB97M-V/def2-TZVPD.

ORCA input file:
```
! RIJCOSX wB97M-V def2-TZVPD def2/J DEFGRID3
* xyz 1 1
C 1.443 0.452 -1.693
C 0.069 1.039 -1.655
C 1.527 -0.960 -0.966
C -1.752 -0.500 2.759
O -0.497 1.171 -0.299
O 1.090 -0.785 0.342
O -0.675 0.063 1.963
O -1.475 -1.323 -0.080
P -0.466 -0.494 0.534
I 0.272 2.537 0.977
H 1.798 0.375 -2.841
H 2.062 1.069 -1.107
H -0.203 2.007 -2.117
H -0.550 0.254 -2.259
H 0.992 -1.754 -1.598
H 2.532 -1.240 -1.076
H -1.683 -1.632 2.830
H -2.826 -0.209 2.386
H -1.658 -0.070 3.900
*
```

Output
E_HOMO: -14.554 eV
gap between HOMO and LUMO: 8.581 eV
relative energy (zero: lowest compared OMol25 entry of this formula, charge and spin): 0.175 eV
DFT total energy: -1097.5360 Ha



No. 2
A single CH3IOS2 molecule in a non-equilibrium geometry. Source: the Open Molecules 2025 dataset; level of theory: ωB97M-V/def2-TZVPD.

ORCA input file:
```
! RIJCOSX wB97M-V def2-TZVPD def2/J DEFGRID3
* xyz 0 1
C 1.316 0.276 0.109
O 0.239 -0.081 0.958
S -0.588 -1.425 0.651
S -2.057 -0.571 -1.288
I -3.683 0.648 -0.128
H 0.998 0.285 -0.938
H 2.160 -0.410 0.224
H 1.615 1.279 0.412
*
```

Output
E_HOMO: -8.822 eV
gap between HOMO and LUMO: 7.297 eV
relative energy (zero: lowest compared OMol25 entry of this formula, charge and spin): 1.274 eV
SMILES: COSSI
DFT total energy: -1209.1462 Ha



No. 3
A molecular structure, C11H22OSi in a non-equilibrium geometry. Source: the Open Molecules 2025 dataset; level of theory: ωB97M-V/def2-TZVPD.

ORCA input file:
```
! RIJCOSX wB97M-V def2-TZVPD def2/J DEFGRID3
* xyz 0 1
C 0.523 1.912 1.865
C 0.970 1.312 0.793
C 2.350 1.334 0.227
C -0.974 1.965 2.155
C 2.785 2.700 -0.453
C 0.891 -2.339 0.331
C -1.297 -1.685 1.259
C -1.147 -2.738 -1.060
C 0.725 0.085 -2.398
C -1.995 0.814 -1.321
C -0.454 -1.745 -0.022
O 3.155 0.523 0.484
Si -0.247 0.092 -0.803
H 1.186 2.306 2.539
H -1.454 1.561 1.294
H -1.248 1.588 3.172
H -1.186 3.028 2.443
H 3.531 3.438 0.158
H 3.294 2.483 -1.411
H 1.949 3.345 -0.836
H 1.632 -2.556 -0.465
H 1.501 -1.665 1.019
H 0.704 -3.235 0.935
H -2.192 -1.213 0.996
H -0.809 -1.205 2.075
H -1.593 -2.561 1.682
H -2.123 -2.296 -1.354
H -0.434 -2.878 -1.883
H -1.402 -3.753 -0.621
H 1.707 -0.350 -2.309
H 0.077 -0.442 -3.070
H 0.847 1.051 -2.984
H -2.110 1.911 -1.191
H -2.268 0.532 -2.272
H -2.591 0.404 -0.458
*
```

Output
E_HOMO: -8.760 eV
gap between HOMO and LUMO: 9.533 eV
relative energy (zero: lowest compared OMol25 entry of this formula, charge and spin): 2.876 eV
DFT total energy: -796.9601 Ha



No. 4
2 unconnected molecules or ions with the total composition C11H15N in a non-equilibrium geometry. Source: the Open Molecules 2025 dataset; level of theory: ωB97M-V/def2-TZVPD.

ORCA input file:
```
! RIJCOSX wB97M-V def2-TZVPD def2/J DEFGRID3
* xyz 0 1
C -2.926 0.973 0.855
C -1.456 1.142 1.149
C -0.727 0.885 2.266
N 0.617 1.229 2.049
C 0.714 1.355 0.666
C 1.780 0.996 -0.176
C 1.575 1.037 -1.478
C 0.273 1.362 -2.107
C -0.814 1.537 -1.290
C -0.537 1.402 0.062
H -3.576 0.730 1.543
H -2.871 0.127 0.061
H -3.387 1.761 0.481
H -1.144 0.745 3.242
H 1.460 1.036 2.640
H 2.743 0.687 0.187
H 2.367 1.016 -2.251
H 0.112 1.254 -3.192
H -1.877 1.586 -1.709
C 0.275 -2.894 -0.163
C 1.661 -2.286 -0.558
H 0.530 -3.972 0.263
H -0.402 -2.400 0.520
H -0.286 -2.961 -1.137
H 1.445 -1.662 -1.356
H 2.258 -3.055 -0.789
H 2.195 -1.627 0.219
*
```

Output
E_HOMO: -7.926 eV
gap between HOMO and LUMO: 8.863 eV
relative energy (zero: lowest compared OMol25 entry of this formula, charge and spin): 2.653 eV
SMILES: Cc1c[nH]c2ccccc12.CC
DFT total energy: -482.8177 Ha



No. 5
A molecular structure, C4H5LiO3Y in a non-equilibrium geometry. Source: the Open Molecules 2025 dataset; level of theory: ωB97M-V/def2-TZVPD.

ORCA input file:
```
! RIJCOSX wB97M-V def2-TZVPD def2/J DEFGRID3
* xyz 2 2
O -1.666 -0.122 -0.897
Li -0.601 -2.401 -0.396
O -2.144 -1.395 -0.476
C -1.434 0.698 0.075
C -0.843 1.948 0.012
H -0.836 2.610 0.884
H -1.771 0.343 1.056
H -1.210 2.400 -0.955
O 2.300 0.065 -0.519
C 2.110 -1.172 -0.170
C 1.179 -1.609 0.717
Y 1.444 1.817 -0.269
H 0.767 -1.272 1.671
H 2.705 -1.910 -0.734
*
```

Output
E_HOMO (spin up / spin down): -16.685 / -16.692 eV
gap between HOMO and LUMO (spin up / spin down): 6.510 / 6.453 eV
DFT total energy: -426.1549 Ha



No. 6
8 unconnected molecules or ions with the total composition C46H90BF7IN8O8 in a non-equilibrium geometry. Source: the Open Molecules 2025 dataset; level of theory: ωB97M-V/def2-TZVPD.

ORCA input file:
```
! RIJCOSX wB97M-V def2-TZVPD def2/J DEFGRID3
* xyz -1 1
C -5.973 6.798 -5.985
C -5.198 6.493 -4.650
C -4.316 5.162 -4.723
O -3.281 5.315 -3.771
B -2.113 4.398 -4.017
C -1.346 4.383 -2.546
C -2.313 3.810 -1.409
C -1.542 2.819 -0.438
C -2.377 1.559 0.010
C -2.345 1.275 1.562
C -0.907 1.283 2.209
C -0.316 -0.151 2.515
C 1.259 -0.096 2.296
C 1.938 -1.379 2.901
C 3.505 -1.312 2.947
C 4.017 -2.541 3.829
C 5.190 -3.307 3.112
N 6.256 -3.793 4.020
C 7.319 -4.527 3.520
C 8.217 -4.937 4.584
C 7.606 -4.351 5.805
C 6.404 -3.671 5.391
C -2.630 2.910 -4.481
C -1.599 1.725 -4.294
C -2.321 0.483 -3.595
I -0.843 1.062 -6.245
C -1.207 5.157 -5.198
F -1.496 6.540 -5.093
F -1.496 4.751 -6.510
C 0.354 5.055 -5.035
F 0.800 3.764 -4.808
F 0.863 5.926 -4.091
C 1.096 5.478 -6.396
F 0.627 6.632 -6.927
F 1.183 4.460 -7.291
F 2.417 5.746 -6.025
H -5.342 6.714 -6.903
H -6.425 7.823 -5.880
H -6.822 6.066 -6.055
H -5.957 6.426 -3.825
H -4.462 7.302 -4.379
H -3.982 5.083 -5.789
H -5.019 4.333 -4.411
H -1.175 5.460 -2.276
H -0.381 3.819 -2.554
H -3.228 3.320 -1.828
H -2.688 4.649 -0.757
H -0.588 2.458 -0.902
H -1.275 3.410 0.482
H -3.465 1.687 -0.263
H -2.034 0.625 -0.513
H -2.816 0.284 1.816
H -3.004 2.052 2.045
H -0.137 1.852 1.634
H -1.006 1.810 3.202
H -0.744 -0.936 1.841
H -0.450 -0.364 3.604
H 1.704 0.831 2.760
H 1.483 -0.046 1.198
H 1.512 -1.522 3.934
H 1.637 -2.254 2.269
H 3.955 -1.386 1.922
H 3.893 -0.381 3.442
H 3.156 -3.252 3.907
H 4.248 -2.189 4.860
H 5.619 -2.756 2.231
H 4.731 -4.237 2.668
H 7.452 -4.786 2.446
H 9.134 -5.550 4.528
H 7.947 -4.418 6.856
H 5.680 -3.134 6.042
H -3.542 2.627 -3.879
H -2.969 2.859 -5.557
H -0.710 1.955 -3.666
H -2.779 -0.186 -4.359
H -3.047 0.837 -2.817
H -1.507 -0.053 -3.025
C 0.501 9.592 -6.826
C 0.496 11.050 -7.203
O -0.495 11.604 -7.656
N 1.648 11.757 -7.026
C 2.918 11.290 -6.509
H -0.481 9.166 -7.022
H 1.237 9.051 -7.422
H 0.719 9.478 -5.762
H 1.569 12.725 -7.300
H 3.170 11.878 -5.623
H 3.684 11.453 -7.270
H 2.888 10.237 -6.246
C 0.294 -5.777 3.595
C 0.241 -4.813 2.439
O 1.236 -4.228 2.032
N -0.960 -4.600 1.839
C -2.244 -5.187 2.164
H 1.315 -5.841 3.965
H -0.346 -5.426 4.407
H -0.018 -6.771 3.270
H -0.914 -3.943 1.074
H -2.616 -5.717 1.285
H -2.940 -4.383 2.412
H -2.177 -5.876 3.001
C -1.552 -2.489 -8.105
C -1.049 -3.691 -7.348
O -1.543 -4.047 -6.290
N -0.006 -4.389 -7.880
C 0.712 -4.132 -9.111
H -2.378 -2.041 -7.558
H -0.759 -1.745 -8.202
H -1.912 -2.789 -9.092
H 0.274 -5.178 -7.318
H 0.623 -5.010 -9.756
H 1.766 -3.975 -8.873
H 0.328 -3.261 -9.634
C 1.171 -9.793 1.958
C 2.329 -9.121 2.647
O 2.313 -8.860 3.844
N 3.418 -8.802 1.900
C 3.631 -9.026 0.483
H 0.383 -9.982 2.686
H 0.772 -9.147 1.175
H 1.487 -10.745 1.535
H 4.150 -8.355 2.431
H 4.518 -9.650 0.360
H 3.808 -8.061 0.003
H 2.779 -9.513 0.014
C 1.603 1.886 7.332
C 0.362 1.695 6.498
O 0.304 0.863 5.604
N -0.712 2.483 6.764
C -0.844 3.520 7.771
H 2.368 1.187 6.999
H 1.986 2.901 7.213
H 1.387 1.686 8.383
H -1.502 2.295 6.165
H -1.672 3.257 8.431
H -1.078 4.458 7.270
H 0.063 3.638 8.358
C 0.520 -13.793 0.670
C 0.140 -12.589 -0.152
O 0.946 -11.710 -0.425
N -1.142 -12.495 -0.594
C -2.237 -13.420 -0.381
H 1.570 -13.722 0.945
H -0.076 -13.829 1.584
H 0.375 -14.707 0.090
H -1.318 -11.662 -1.136
H -2.597 -13.762 -1.353
H -3.044 -12.891 0.129
H -1.936 -14.278 0.214
C -3.194 7.359 10.252
C -2.636 6.959 8.911
O -2.711 5.812 8.494
N -2.035 7.918 8.158
C -1.847 9.321 8.470
H -3.638 6.488 10.729
H -2.397 7.736 10.896
H -3.968 8.118 10.128
H -1.688 7.574 7.275
H -2.336 9.917 7.697
H -0.777 9.538 8.458
H -2.257 9.581 9.441
*
```

Output
E_HOMO: -5.459 eV
gap between HOMO and LUMO: 6.961 eV
relative energy (zero: lowest compared OMol25 entry of this formula, charge and spin): 0.000 eV
DFT total energy: -3868.4373 Ha



Molar mass readings, ordered: 278.99, 222.07, 198.38, 161.25, 196.93, 1153.98 g/mol